Entry 1:
Entry from OMol25: a cluster of 23 separate species, C42H65Cl45NO5PS in total (the ωB97M-V functional and the def2-TZVPD basis).

Geometry as XYZ:
```
160
Properties=species:S:1:pos:R:3
C 4.3624 -4.9143 -0.6732
C 2.9004 -5.1082 -1.4617
C 2.6774 -3.6658 -2.2773
C 1.5645 -2.5876 -1.7396
C 1.4289 -1.1697 -2.5532
C 2.4357 -0.9350 -3.8682
C 3.5121 -2.0434 -4.4211
C 3.6476 -3.4619 -3.6066
Cl 4.8546 -4.7439 -4.1894
C 2.2596 0.5597 -4.5982
O 2.2637 0.7028 -5.9265
C 2.0436 1.8184 -3.5180
C 2.8121 3.2544 -3.7031
C 2.5658 4.4282 -2.5373
C 3.4383 5.8321 -2.7940
C 4.9921 5.3158 -3.0796
C 6.1312 6.2866 -2.3435
C 7.5116 5.3492 -2.2909
S 7.8061 4.5351 -0.6301
O 9.1135 5.0512 0.0695
O 8.0465 2.9889 -0.8357
O 6.5329 4.7008 0.4921
C 1.5531 4.1906 -1.2666
C 0.7555 2.7361 -1.0551
P -0.4297 2.4696 0.4602
N -1.3310 3.8346 0.6828
C 1.0490 1.5841 -2.1939
C 0.3769 0.0544 -2.1139
O -0.8913 -0.1899 -1.7751
H 5.2289 -5.3524 -1.3264
H 4.5620 -3.7390 -0.6111
H 4.3374 -5.2910 0.4352
H 2.0982 -5.1679 -0.6063
H 2.8938 -6.0210 -2.1942
H 0.8917 -2.7809 -0.7771
H 4.1720 -1.7731 -5.3784
H 3.5230 3.4049 -4.6229
H 2.9929 6.4848 -3.6571
H 3.4824 6.4119 -1.7626
H 5.2520 5.3039 -4.2294
H 5.1956 4.2284 -2.6313
H 5.8548 6.5684 -1.2422
H 6.3905 7.1910 -3.0387
H 7.4519 4.4723 -3.0947
H 8.4749 5.9632 -2.5624
H 5.8353 4.0325 0.1754
H 1.3776 5.0555 -0.4727
H 0.3136 2.0970 1.6447
H -1.3978 1.4139 0.2204
H -0.9881 4.5075 -0.0598
C 5.9627 -1.6700 1.1755
Cl 5.7711 -3.4183 1.3528
Cl 5.3393 -1.1168 -0.3835
H 5.4136 -1.1688 1.9763
H 7.0242 -1.4196 1.2432
C -3.1255 6.8329 -0.8764
Cl -4.3642 5.7925 -1.5892
Cl -1.5149 6.3949 -1.4588
H -3.3323 7.8706 -1.1491
H -3.1523 6.7247 0.2106
C -4.5930 0.4371 1.1689
Cl -5.6082 1.7406 0.5403
Cl -3.1898 1.0822 2.0291
H -5.1828 -0.1728 1.8574
H -4.2470 -0.1782 0.3348
C 7.8384 -7.6345 -0.7365
Cl 6.6337 -7.0146 0.3990
Cl 7.0695 -8.5240 -2.0566
H 8.3999 -6.7948 -1.1531
H 8.5175 -8.3048 -0.2041
C 0.7630 -8.8278 -1.9889
Cl -0.2523 -7.5243 -2.6174
Cl 2.1662 -8.1827 -1.1287
H 0.1731 -9.4377 -1.3003
H 1.1090 -9.4431 -2.8230
C -2.2359 -6.3733 0.9245
Cl -3.4745 -7.4137 0.2117
Cl -0.6252 -6.8113 0.3421
H -2.4427 -5.3357 0.6518
H -2.2627 -6.4816 2.0115
C 11.0313 7.7046 -1.6189
Cl 9.5123 8.6087 -1.6032
Cl 12.0185 8.1441 -3.0180
H 11.5882 7.9288 -0.7060
H 10.8087 6.6357 -1.6623
C 6.1949 -5.7760 4.7904
Cl 5.0208 -6.3291 3.5902
Cl 7.3273 -4.6163 4.0849
H 5.6618 -5.2962 5.6148
H 6.7542 -6.6370 5.1642
C -7.7516 1.2750 3.8672
Cl -6.6041 2.5556 4.2774
Cl -6.9687 -0.3098 3.8844
H -8.5643 1.2782 4.5974
H -8.1524 1.4630 2.8681
C -9.3038 2.9166 6.9665
Cl -9.4954 1.1683 7.1438
Cl -9.9272 3.4698 5.4075
H -9.8529 3.4177 7.7672
H -8.2423 3.1670 7.0342
C -3.5561 -6.0447 -4.3413
Cl -4.5713 -4.7412 -4.9698
Cl -2.1529 -5.3996 -3.4811
H -4.1459 -6.6546 -3.6527
H -3.2101 -6.6600 -5.1754
C 5.4439 -2.7733 -7.8699
Cl 4.4287 -1.4698 -8.4984
Cl 6.8471 -2.1282 -7.0097
H 4.8541 -3.3832 -7.1813
H 5.7899 -3.3886 -8.7040
C -4.7273 -1.5683 -7.7335
Cl -3.4171 -2.4528 -8.5247
Cl -6.0361 -2.6586 -7.2611
H -4.3353 -1.0753 -6.8407
H -5.1203 -0.8198 -8.4259
C 7.1193 11.4268 0.0435
Cl 5.9147 12.0467 1.1791
Cl 6.3505 10.5373 -1.2766
H 7.6809 12.2665 -0.3730
H 7.7985 10.7566 0.5759
C -12.6807 5.0893 3.4685
Cl -13.8853 5.7092 4.6041
Cl -13.4495 4.1998 2.1484
H -12.1191 5.9290 3.0520
H -12.0015 4.4191 4.0009
C -1.1854 -2.7621 1.7883
Cl 0.1248 -3.6466 0.9971
Cl -2.4942 -3.8525 2.2608
H -0.7934 -2.2691 2.6812
H -1.5783 -2.0137 1.0960
C 0.2870 -5.2336 4.4570
Cl -0.9516 -6.2740 3.7442
Cl 1.8977 -5.6716 3.8747
H 0.0802 -4.1960 4.1843
H 0.2602 -5.3418 5.5440
C -12.6059 7.9803 0.2360
Cl -13.6876 8.7472 1.4050
Cl -11.2468 7.1937 1.0478
H -13.1657 7.2303 -0.3280
H -12.2205 8.7426 -0.4455
C -6.1140 -0.2799 8.7759
Cl -4.8416 -1.4687 8.4714
Cl -5.6534 1.3147 8.1674
H -7.0292 -0.6017 8.2731
H -6.2884 -0.2132 9.8525
C -16.9254 7.1343 0.3002
Cl -16.4352 8.3424 -0.8937
Cl -15.5292 6.2336 0.9038
H -17.4123 7.6392 1.1380
H -17.6245 6.4361 -0.1665
C -4.3521 -5.2723 7.7034
Cl -5.5908 -6.3127 6.9905
Cl -2.7415 -5.7102 7.1210
H -4.5590 -4.2346 7.4306
H -4.3790 -5.3805 8.7904
C 10.1637 -11.2401 0.2598
Cl 10.5311 -9.5159 0.1298
Cl 8.6091 -11.6176 -0.4926
H 10.9494 -11.8101 -0.2419
H 10.1242 -11.5169 1.3161
```

Results
LUMO energy, eV: -1.577
HOMO level, eV: -8.3


Entry 2:
Entry from OMol25: a structure of composition C42H65CsI2N3O3P3SeSi (the ωB97M-V functional and the def2-TZVPD basis).

Geometry as XYZ:
```
121
Properties=species:S:1:pos:R:3
Cs -0.9234 -0.1935 1.6077
C 0.1716 5.7512 1.0431
C -0.7727 4.5512 1.0781
C -0.4570 3.7078 2.3236
P -0.8639 3.3587 -0.3788
C -2.2757 4.1231 -1.3499
C -2.5648 3.3003 -2.6050
C -2.1815 5.6021 -1.7126
C 0.6257 3.6226 -1.4457
C 1.1137 4.8838 -1.8155
C 2.2605 5.0203 -2.5830
C 2.9475 3.8842 -2.9935
C 2.4643 2.6286 -2.6557
C 1.2967 2.4506 -1.8922
Si 0.5835 0.6819 -1.4295
C 2.0730 -0.4751 -1.9306
C 2.3387 -0.9690 -3.2160
C 3.2917 -1.9538 -3.4472
C 3.9940 -2.4942 -2.3778
C 3.7669 -2.0219 -1.0915
C 2.8370 -1.0053 -0.8549
P 2.3860 -0.3749 0.8137
C 3.5644 -1.2286 1.9946
C 3.0352 -2.6464 2.2523
C 5.0876 -1.2099 1.7297
C 3.0680 1.3732 0.8442
C 3.1102 1.8864 2.2876
C 4.3868 1.6517 0.1171
C -0.5137 0.4405 -3.0412
C -0.3588 1.1963 -4.2183
C -1.2066 1.0592 -5.3068
C -2.2597 0.1521 -5.2557
C -2.4268 -0.6270 -4.1231
C -1.5659 -0.5058 -3.0237
P -1.7244 -1.5330 -1.5050
C -1.3432 -3.2828 -2.0601
C -1.6951 -3.6931 -3.4868
C 0.1476 -3.5576 -1.8029
C -3.5548 -1.5965 -1.1269
C -4.0741 -0.1562 -1.0508
C -4.5134 -2.4825 -1.9178
H 0.1653 6.2386 2.0241
H -0.1147 6.5011 0.3039
H 1.1977 5.4411 0.8321
H -1.8005 4.9144 1.1707
H 0.5484 3.2778 2.2510
H -1.1649 2.8907 2.4417
H -0.5019 4.3150 3.2324
H -3.1110 3.9944 -0.6541
H -1.7575 3.4205 -3.3320
H -3.4963 3.6313 -3.0770
H -2.6487 2.2333 -2.3874
H -1.3718 5.7769 -2.4237
H -2.0255 6.2367 -0.8375
H -3.1128 5.9226 -2.1933
H 0.6024 5.7810 -1.5008
H 2.6181 6.0071 -2.8537
H 3.8525 3.9799 -3.5846
H 3.0036 1.7499 -2.9992
H 1.7664 -0.5885 -4.0572
H 3.4701 -2.3162 -4.4540
H 4.7148 -3.2877 -2.5412
H 4.3146 -2.4719 -0.2745
H 3.3766 -0.6708 2.9140
H 3.0559 -3.2626 1.3478
H 2.0038 -2.6165 2.6028
H 3.6349 -3.1488 3.0194
H 5.5005 -2.2223 1.7866
H 5.6074 -0.6071 2.4796
H 5.3519 -0.8077 0.7538
H 2.2955 1.9403 0.3225
H 4.0055 1.5295 2.8053
H 2.2389 1.5674 2.8680
H 3.1347 2.9804 2.2991
H 5.2462 1.3731 0.7317
H 4.4684 2.7220 -0.1056
H 4.4508 1.1142 -0.8321
H 0.4431 1.9251 -4.2770
H -1.0562 1.6672 -6.1929
H -2.9385 0.0483 -6.0943
H -3.2425 -1.3369 -4.0991
H -1.9364 -3.8919 -1.3647
H -1.1873 -3.0484 -4.2070
H -2.7659 -3.6514 -3.6904
H -1.3582 -4.7208 -3.6637
H 0.7681 -2.9743 -2.4874
H 0.3776 -4.6176 -1.9579
H 0.4466 -3.2874 -0.7870
H -3.5412 -1.9953 -0.1061
H -4.2450 0.2435 -2.0543
H -3.3520 0.5033 -0.5572
H -5.0145 -0.1121 -0.4941
H -4.6527 -2.1332 -2.9432
H -5.4931 -2.4628 -1.4282
H -4.1844 -3.5235 -1.9438
I -2.8472 -2.3929 3.7781
C -4.9637 -2.0318 3.5601
I -5.8674 -2.9395 1.8345
H -5.1402 -0.9667 3.4599
H -5.5017 -2.4257 4.4126
C 0.5515 -6.0004 3.3294
C 0.1659 -4.5503 3.1974
N -0.3383 -4.1003 2.1069
O -0.5532 -5.1659 1.1983
C 0.4122 -3.6274 4.3165
C 1.5047 -3.9117 5.3125
N -0.3008 -2.5366 4.3959
O -0.0298 -1.6496 5.2922
H 1.3454 -6.2409 2.6178
H -0.3032 -6.6291 3.0765
H 0.8875 -6.2335 4.3371
H -0.9065 -4.7017 0.4341
H 1.1835 -4.6302 6.0758
H 1.7422 -2.9757 5.8144
H 2.4058 -4.3042 4.8325
O -1.4960 0.6110 4.2565
H -2.2278 0.9813 4.7893
H -1.0926 -0.0885 4.8148
Se -6.0937 2.9921 6.9368
C -4.6620 2.2513 6.1124
N -3.7366 1.7775 5.5843
```

Results
Total charge: -2
LUMO energy, eV: 3.380
HOMO level, eV: -1.7


Entry 3:
Entry from OMol25: a cluster of 4 separate species, C42H65FINO8 in total (the ωB97M-V functional and the def2-TZVPD basis).

Geometry as XYZ:
```
118
Properties=species:S:1:pos:R:3
C -1.8956 6.4816 -1.9145
C -2.8454 5.9469 -1.3489
C -3.9737 5.0066 -0.7559
C -3.2749 3.6173 -0.3816
C -3.6579 2.3164 -1.0085
C -2.9430 1.0379 -0.6575
C -3.2958 -0.3389 -1.3331
C -4.4760 -1.1444 -0.6339
N -4.4855 -1.0776 0.8500
C -1.8277 1.1262 0.3557
C -1.4419 2.4531 1.0009
C -2.1587 3.7257 0.6493
C -0.2233 2.3996 2.0219
O -0.2353 3.0023 3.0818
C 0.9715 1.4591 1.5465
C 0.5892 0.1366 0.8941
C 1.5989 -0.8389 0.3546
C 1.2363 -2.2126 -0.3263
C 1.8532 -3.4942 0.4069
C 2.1672 -3.2875 1.9468
I 0.4294 -5.1477 0.1821
C 3.0551 -0.4111 0.5007
C 4.2454 -1.2964 -0.0583
O 4.3067 -1.3563 -1.5040
C 3.8695 -0.1354 -2.1237
C 4.3709 -0.0114 -3.6544
O 4.4428 1.3940 -3.9321
C 3.5794 1.8126 -5.0008
C 2.3623 2.7370 -4.5413
C 3.4497 0.8957 1.1561
O 4.8154 1.2656 1.2918
C 2.4209 1.8692 1.6954
C 2.8560 3.2525 2.3387
F 3.6572 3.0530 3.5213
C 3.6129 4.1663 1.2603
C 4.2988 5.4222 1.9722
C -0.9712 -0.1520 0.7702
O -1.4803 -1.2378 0.9922
H -0.8736 6.9052 -2.1170
H -4.6969 4.7849 -1.6018
H -4.4570 5.4939 0.1364
H -4.4870 2.3225 -1.7842
H -2.3189 -0.9237 -1.4064
H -3.5752 -0.1064 -2.4163
H -4.3427 -2.2452 -0.9103
H -5.4538 -0.8176 -1.1212
H -4.8066 -2.0090 1.1598
H -5.2309 -0.4422 1.1813
H -1.8706 4.7175 1.1101
H 0.1157 -2.3919 -0.3808
H 1.6009 -2.2011 -1.4012
H 2.8209 -3.8558 -0.0746
H 2.3909 -4.3157 2.3935
H 3.0783 -2.6549 2.1632
H 1.2754 -2.8957 2.5411
H 5.2700 -0.9222 0.2881
H 4.1980 -2.3761 0.3022
H 4.2778 0.8045 -1.6134
H 2.7279 -0.1047 -2.1950
H 5.3812 -0.5078 -3.8000
H 3.6172 -0.5860 -4.2684
H 3.1721 0.9830 -5.6488
H 4.2158 2.4647 -5.6929
H 2.6027 3.4223 -3.6790
H 1.3937 2.1530 -4.3843
H 2.1411 3.4180 -5.4342
H 5.1833 1.1013 0.3992
H 1.9678 3.8683 2.6811
H 2.8503 4.5121 0.4957
H 4.4257 3.6123 0.7082
H 4.7317 6.1189 1.1954
H 5.1535 5.0400 2.6120
H 3.4947 5.9390 2.5876
C -8.2249 2.7178 2.3025
C -7.0951 3.7209 2.4513
O -7.2213 4.8511 1.5978
C -8.3859 5.6454 1.7718
C -8.5164 6.2389 3.1636
H -8.2967 2.3724 1.2680
H -8.0526 1.8538 2.9491
H -9.1912 3.1479 2.5714
H -6.1535 3.2362 2.1815
H -6.9874 4.0440 3.4922
H -9.2789 5.0709 1.5032
H -8.3150 6.4593 1.0465
H -8.6035 5.4668 3.9304
H -9.4045 6.8721 3.2256
H -7.6376 6.8421 3.4056
C 6.1376 -3.4510 -2.8624
C 5.5392 -3.9050 -4.1810
O 6.1784 -3.3423 -5.3194
C 7.5601 -3.6318 -5.4718
C 7.8622 -5.1151 -5.5943
H 6.1055 -2.3639 -2.7828
H 5.5808 -3.8795 -2.0255
H 7.1810 -3.7563 -2.7603
H 4.4952 -3.5844 -4.2250
H 5.5285 -4.9979 -4.2556
H 8.1334 -3.1793 -4.6555
H 7.8809 -3.1295 -6.3873
H 7.5716 -5.6666 -4.6980
H 8.9315 -5.2741 -5.7516
H 7.3152 -5.5480 -6.4360
C -2.6501 -4.3607 2.8840
C -2.8152 -4.6646 4.3617
O -3.7878 -5.6661 4.6321
C -3.5489 -6.9434 4.0610
C -2.2481 -7.5814 4.5166
H -3.6037 -4.0528 2.4473
H -1.9238 -3.5569 2.7399
H -2.3000 -5.2301 2.3249
H -3.1547 -3.7609 4.8734
H -1.8572 -4.9354 4.8191
H -3.5967 -6.8840 2.9683
H -4.3815 -7.5797 4.3704
H -1.3784 -6.9909 4.2219
H -2.1388 -8.5770 4.0798
H -2.2279 -7.6717 5.6058
```

Results
SMILES string: C#CCc1cc(CCN)c2c(c1)C(=O)c1c(c(C[C@@H](C)I)c(COCCOCC)c(O)c1[C@@H](F)CC)C2=O.CCOCC.CCOCC.CCOCC
LUMO energy, eV: -0.803
HOMO level, eV: -8.9